80
Properties=species:S:1:pos:R:3 method="wB97M-V/def2-TZVPD" relative_energy_kcal_mol=51.8 homo_ha=-0.343 lumo_energy_ha=0.007 smiles="NC(N)=O.NC(N)=O.NC(N)=O.NC(N)=O.NC(N)=O.NC(N)=O.NC(N)=O.NC(N)=O.NC(N)=O.NC(N)=O"
N -3.8308 -1.7569 6.1952
C -3.4653 -2.7108 5.2766
N -2.2532 -2.3624 4.6435
O -3.9842 -3.7878 5.0437
H -3.2914 -0.9189 6.2911
H -4.6136 -1.9114 6.7703
H -2.0430 -1.3648 4.7077
H -2.1329 -2.8359 3.7614
N 3.0409 -0.5432 1.9932
C 4.3262 -0.0155 1.8179
N 5.3143 -1.0479 1.9534
O 4.6195 1.1482 1.4889
H 2.8328 -1.5076 2.1928
H 2.2384 -0.0174 1.8653
H 6.2901 -1.0448 1.6337
H 4.9015 -1.7591 2.5089
N 1.6863 -3.5353 0.9484
C 0.7534 -3.2640 1.9567
N 1.0991 -4.0834 3.0174
O -0.1614 -2.5059 1.8439
H 2.6008 -3.8013 1.3019
H 1.7596 -2.9198 0.1263
H 0.6304 -3.9077 3.9246
H 1.3426 -5.0751 2.8964
N -1.2976 3.2417 3.7297
C -1.5442 1.8149 3.7288
N -1.1441 1.2694 2.5702
O -2.1563 1.1910 4.6428
H -1.0584 3.7947 2.8882
H -1.7187 3.8692 4.4247
H -0.7294 1.9247 2.0002
H -1.2063 0.2881 2.3444
N -4.1217 -4.1811 -2.2859
C -3.4308 -3.2016 -1.6888
N -3.5338 -3.3250 -0.3657
O -2.8412 -2.2301 -2.2219
H -4.5791 -4.8761 -1.7308
H -3.9649 -4.4046 -3.2280
H -4.1668 -3.9466 0.0285
H -3.2330 -2.4862 0.1206
N 2.3028 2.7412 0.6440
C 2.4531 3.5480 -0.4432
N 3.6942 4.1447 -0.4869
O 1.5800 3.8305 -1.2881
H 1.4988 2.0869 0.5807
H 3.1625 2.2346 1.0364
H 3.8546 4.7844 -1.2440
H 4.3562 3.9653 0.2388
N -0.8986 -0.7381 -4.3816
C -1.0001 0.4049 -5.2399
N -2.0501 1.2790 -4.8019
O -0.3155 0.6183 -6.2059
H -0.5194 -1.5426 -4.8045
H -1.5984 -0.8390 -3.6863
H -2.6651 1.1590 -3.9951
H -2.1824 2.1709 -5.2690
N 3.9921 0.7311 -3.3090
C 2.9467 -0.0907 -3.4736
N 2.2748 0.0735 -4.6839
O 2.6201 -1.0157 -2.7168
H 4.4633 0.6283 -2.4182
H 4.0484 1.6039 -3.8345
H 1.3626 -0.3366 -4.6775
H 2.4250 0.8708 -5.3461
N -0.3696 -1.0746 -1.1570
C 0.3002 0.1061 -0.8899
N 0.4592 1.0237 -2.0143
O 0.7924 0.4016 0.2474
H -0.4710 -1.5984 -0.2643
H -1.1237 -1.2603 -1.8793
H -0.0596 0.9541 -2.8984
H 1.0760 1.7496 -1.8048
N -1.3933 4.2048 -2.1328
C -2.1915 3.9415 -1.0088
N -1.6890 2.8709 -0.3889
O -3.1697 4.5998 -0.6520
H -0.3867 4.1175 -1.9272
H -1.6276 5.1426 -2.4904
H -0.7002 2.7409 -0.4800
H -2.1850 2.5542 0.4302